This record from the Open Molecules 2025 dataset describes C11H34AgKN8O10 as an isolated structure. The level of theory is the ωB97M-V functional and the def2-TZVPD basis.

XYZ file:
```
65
Properties=species:S:1:pos:R:3:forces:R:3:lowdin_spin:R:1
H -1.017931 -0.256939 2.484056 0.155 0.013 0.257 0.00
H 2.971608 -0.062238 -6.549377 0.219 0.191 -0.036 0.00
C 0.958844 2.141023 4.211025 0.476 0.666 -0.280 0.00
O 3.813137 -3.320399 2.512580 -0.180 -0.252 -0.317 0.00
C -1.605096 1.505520 -2.698565 -1.098 0.122 -0.798 0.00
N 1.652123 -2.597457 2.741357 -0.244 0.995 -0.757 0.00
C 2.984225 -2.443621 2.411020 0.313 -0.104 0.883 0.00
N 0.768271 -0.276233 -5.465023 0.536 0.293 0.531 0.00
H 0.442435 -5.435972 -3.130634 -0.063 -0.076 -0.014 0.00
O 0.830595 -0.318667 -1.045537 0.062 0.155 -0.281 0.33
Ag 2.991072 0.392249 -1.732968 -0.387 0.011 -0.125 0.11
H -1.416671 -1.336382 3.797980 0.139 0.221 0.071 0.00
H 1.248842 -3.419259 3.146359 0.434 -0.180 0.084 0.00
H 1.629743 -2.777926 -1.499437 0.041 -0.027 0.078 0.00
N -1.625383 -0.945550 2.895939 -0.421 0.208 -0.301 0.00
H 0.036293 2.842306 0.820903 -0.032 0.130 0.084 0.00
O -1.019775 0.268605 -3.146025 0.513 0.440 0.506 0.00
H 0.686757 0.108129 -6.391837 -0.127 -0.008 0.011 0.00
H -1.001935 -5.042210 -2.191510 0.050 -0.016 0.044 0.00
H 1.122568 1.339474 2.413022 -0.176 0.073 -0.008 0.00
H -0.524778 -2.551530 -2.693817 -0.233 -0.281 0.361 0.00
C 1.954114 -0.144029 -4.811224 -0.113 -0.546 -0.412 0.00
C -0.364634 -4.714642 -3.014976 -0.119 0.045 -0.064 0.00
H 0.808941 -2.989988 -3.590920 0.616 -0.403 0.267 0.00
H -0.934270 2.181319 -2.159235 0.397 -0.409 0.013 0.00
H -1.653793 1.693926 1.798059 -0.212 -0.102 -0.118 0.00
N -2.163344 2.549749 1.898972 0.360 0.459 0.009 0.00
K -1.131336 -2.192253 0.025742 -0.010 0.127 0.036 0.00
H -3.557195 0.577390 -2.322865 0.087 0.027 -0.247 0.00
H 4.287755 -1.060138 1.752598 0.041 0.132 0.165 0.00
H -0.976120 -4.711837 -3.916765 0.062 0.053 -0.044 0.00
N 3.333243 -1.164846 2.043304 -0.186 -0.307 -0.523 0.00
H 1.109340 -1.751292 2.701655 -0.277 -0.206 0.235 0.00
O 1.975172 1.091985 0.138255 0.151 0.260 -0.633 0.41
H -2.557630 0.802658 -0.885449 0.024 -0.042 -0.161 0.00
H -3.074499 2.581593 2.317179 -0.036 -0.236 -0.057 0.00
O 1.979020 -0.342847 -3.579301 0.541 0.351 0.055 0.00
N -0.511641 3.684627 0.735250 0.651 -0.918 -0.140 0.00
O -2.505123 4.674370 1.193425 -0.043 -0.058 -0.178 0.00
H 0.625829 4.149605 3.424915 0.105 -0.206 -0.105 0.00
C -1.784202 3.698983 1.248419 -0.256 0.439 0.120 0.00
O -3.261320 -0.406783 1.396201 0.049 0.012 0.057 0.00
H -1.880711 2.038970 -3.612966 -0.078 0.032 0.100 0.00
C 0.890938 3.650696 4.359561 -0.637 0.514 0.024 0.00
N -3.739846 -1.738595 3.205560 -0.438 0.243 -0.081 0.00
C 0.912863 0.379385 0.012151 0.246 -0.808 1.628 -0.01
H -3.557546 -1.874718 4.184646 0.018 -0.022 -0.004 0.00
H -0.013988 -0.152916 -4.821606 -0.226 -0.048 -0.227 0.00
H -0.216868 4.291553 -0.007108 -0.406 0.395 0.170 0.00
C -2.832046 1.240546 -1.855845 0.041 0.140 0.799 0.00
H -3.331247 2.177171 -1.595746 -0.021 0.013 -0.145 0.00
H 1.816459 4.088602 4.729773 0.141 -0.180 -0.111 0.00
O 1.697933 1.800137 3.026032 0.231 -0.219 0.146 0.00
H -0.268529 0.137846 -2.553992 0.139 -0.422 -0.148 0.00
C 0.231439 -3.357274 -2.735828 -0.577 0.395 -0.504 0.00
H -0.038251 1.705610 4.136562 -0.074 -0.024 0.266 0.00
H 0.104736 3.951106 5.060637 0.096 -0.221 0.106 0.00
H 2.711588 -0.376562 2.001792 0.067 0.075 0.210 0.00
H 3.978403 0.123197 -5.172483 -0.079 -0.155 0.175 0.00
O 0.951607 -3.461628 -1.506929 0.029 0.460 -0.107 0.00
H -4.694525 -1.865226 2.914297 -0.033 0.227 -0.016 0.00
C -2.942544 -0.914317 2.458175 0.608 -1.314 0.165 0.00
O 0.133181 0.254873 0.976832 -0.143 0.345 -0.520 0.16
N 3.053222 0.112927 -5.561704 -0.476 -0.020 -0.152 0.00
H 1.510482 1.768143 5.075438 -0.237 -0.445 -0.042 0.00
```
Positions in Å, forces in eV/Å.

**F_max**: 1.83 eV Å⁻¹
**Net charge**: +1
**2S+1**: 2
**HOMO level (spin up / spin down)**: -0.430 / -0.430 Eh
**Orbital gap (spin up / spin down)**: 0.2853 / 0.1797 hartree

---

This record from the Open Molecules 2025 dataset describes C11H34F3O11V as an isolated structure. The level of theory is the ωB97M-V functional and the def2-TZVPD basis.

XYZ file:
```
60
Properties=species:S:1:pos:R:3:forces:R:3:lowdin_spin:R:1
H 33.392410 -10.282350 -11.917790 -0.483 0.153 -0.155 0.00
O 29.568190 -8.426910 -10.136650 0.965 -0.065 -0.175 0.00
C 29.163130 -10.959730 -8.092300 0.392 -0.478 0.160 0.00
O 29.200280 -14.124320 -11.044430 -1.450 0.008 0.105 0.00
H 30.142280 -6.499590 -9.718760 0.432 0.199 -0.106 0.00
H 31.548450 -15.183990 -8.021610 0.065 0.084 0.287 0.00
H 29.516830 -11.919490 -7.715660 0.041 -0.239 0.058 0.00
H 37.902880 -11.395180 -4.920200 0.012 0.030 -0.507 0.00
H 30.265550 -7.601350 -8.374710 0.060 -0.050 0.216 0.00
H 36.556500 -10.691380 -4.099430 -0.840 -0.603 -0.155 0.00
O 34.281050 -11.734180 -6.994660 1.031 -1.646 0.474 0.77
H 31.497890 -7.681760 -9.596610 -0.225 -0.321 -0.570 0.00
C 35.320320 -12.103280 -6.121250 0.686 2.968 -1.110 0.08
H 30.006120 -10.276440 -7.989450 -0.336 0.339 0.282 0.00
H 27.314670 -11.139770 -7.521110 -0.061 -0.007 0.017 0.00
H 30.706320 -12.820910 -11.494930 -0.225 0.054 -0.121 0.00
O 32.509000 -11.396740 -9.550180 2.318 1.841 2.197 0.02
H 35.289730 -12.728650 -11.493650 0.395 0.141 -0.184 0.00
H 38.440150 -9.144030 -4.522010 -0.385 0.479 0.226 0.00
H 35.120810 -7.568400 -6.642550 0.107 -0.215 0.074 0.00
H 36.486690 -7.313490 -7.821430 -0.150 0.972 0.520 0.00
C 30.550700 -13.846110 -11.158980 0.711 0.266 0.104 0.00
O 33.894670 -8.976620 -10.511970 0.359 0.118 1.191 0.00
F 36.681740 -13.679220 -7.492190 -1.349 0.616 0.167 0.01
H 34.152450 -8.054310 -10.444930 0.016 0.117 0.568 0.00
O 35.577330 -8.977410 -8.126000 -0.930 -2.356 -0.675 0.00
O 32.799550 -9.386430 -7.884610 0.947 -1.897 -1.009 0.11
H 32.772750 -13.120080 -6.438390 -0.128 -0.142 -0.223 0.00
O 32.083500 -13.772090 -6.584680 -0.478 -0.558 0.151 0.01
O 28.030920 -10.527990 -7.335880 0.480 0.225 -0.494 0.00
C 37.078900 -10.694690 -5.056080 0.346 1.020 0.953 0.00
H 34.242650 -8.930300 -12.584930 0.539 0.173 0.345 0.00
C 37.570750 -9.244830 -5.171700 0.316 -1.063 -1.410 0.00
H 33.295220 -15.075820 -7.610870 -0.011 -0.174 -0.495 0.00
C 32.376240 -14.515840 -7.784050 0.089 1.102 0.846 0.00
H 34.957760 -12.071040 -5.093820 -0.618 -0.459 0.284 0.04
H 36.104270 -9.436790 -7.468050 0.164 -0.600 0.069 0.00
H 29.078280 -14.778280 -10.352300 -0.107 -0.010 -0.107 0.00
H 34.832130 -13.357430 -9.993730 0.181 0.329 0.630 0.00
V 33.598260 -10.499160 -8.725140 -2.396 0.949 -1.551 -0.10
H 28.679720 -8.064960 -10.101640 -0.027 -0.024 0.058 0.00
O 35.257090 -11.312890 -10.007990 -0.741 0.776 1.147 0.00
C 35.470270 -7.676610 -7.669330 0.497 1.786 -0.162 0.00
H 35.924880 -10.705230 -10.334180 0.101 0.124 -0.010 0.00
H 29.013290 -11.065610 -9.166740 -0.449 0.127 -0.031 0.00
C 35.521720 -12.636370 -10.432630 0.095 -0.747 -0.885 0.00
C 30.430860 -7.515410 -9.448670 -1.176 0.275 0.545 0.00
H 36.569860 -12.846080 -10.219250 -0.199 -0.435 -0.072 0.00
F 36.991700 -13.623080 -5.400960 -0.797 0.729 0.096 0.01
H 32.607890 -8.659920 -12.153430 -0.331 -0.216 0.553 0.00
O 36.267740 -10.994360 -6.211250 -0.610 -1.960 0.228 0.00
H 32.447570 -13.756060 -8.562350 0.339 -0.398 -0.532 0.00
C 36.009500 -13.544780 -6.329130 1.787 -1.697 0.164 0.04
C 33.499140 -9.200740 -11.835160 -0.300 -1.073 -1.791 0.00
F 35.265560 -14.659260 -6.127150 -0.128 1.940 -0.548 0.01
H 36.782700 -8.495260 -5.099450 0.112 -0.125 0.691 0.00
H 37.951710 -9.131990 -6.186710 0.351 0.106 -0.166 0.00
H 34.789360 -7.088560 -8.284680 -0.009 -0.204 -0.127 0.00
H 31.004250 -13.902110 -10.169410 0.503 -0.192 -0.183 0.00
H 30.990580 -14.518490 -11.895540 0.504 -0.092 0.146 0.00
```
Positions in Å, forces in eV/Å.

**F_max**: 3.69 eV Å⁻¹
**Net charge**: +1
**2S+1**: 2
**HOMO level (spin up / spin down)**: -0.431 / -0.431 Eh
**Orbital gap (spin up / spin down)**: 0.2650 / 0.1280 hartree

---

This record from the Open Molecules 2025 dataset describes C11H38BF4O8Ti2 as an isolated structure. The level of theory is the ωB97M-V functional and the def2-TZVPD basis.

XYZ file:
```
64
Properties=species:S:1:pos:R:3:forces:R:3:lowdin_spin:R:1
O 1.932764 -5.410434 -1.046349 -0.808 -0.805 -1.399 0.00
H 2.860616 -3.094781 1.096750 -0.103 -0.050 0.212 0.00
H 3.707119 -4.472499 -0.918911 -0.179 0.379 -0.025 0.00
F 0.054821 -0.607293 -0.594397 0.683 -1.266 0.157 0.00
C -0.279607 -1.282683 -4.646418 0.791 -0.498 0.390 0.02
H -0.172359 -2.465791 2.324356 0.028 -0.027 -0.056 0.00
H -0.322266 1.757869 2.464492 0.230 -0.658 0.134 0.00
O 0.957184 3.365788 -2.524560 -0.821 0.530 0.406 0.02
O -4.691560 0.417402 -3.251357 0.773 0.692 -0.064 0.05
H 0.763157 2.940618 1.809223 0.197 0.182 -0.113 0.00
H 0.154881 -0.296932 -4.812610 -0.183 -0.071 -0.087 0.01
C 2.858294 -4.720646 -0.281715 0.740 -1.213 0.986 0.00
H 4.258766 -0.807017 0.989630 -0.046 -0.270 0.151 0.00
H 0.211580 -1.749004 -3.792382 0.499 0.108 -0.198 0.00
F -1.880948 0.252154 -1.189161 -2.340 0.499 -0.456 0.07
C -0.771432 -1.627893 2.680920 0.557 -0.549 0.599 0.00
H -0.940504 -0.976188 0.840498 0.363 -0.151 -0.048 0.00
H 0.918981 2.191750 4.756162 -0.250 -0.385 -0.001 0.00
Ti -2.261972 0.916436 -3.549517 -0.586 -0.438 0.223 2.78
H 1.510253 3.497705 -0.423418 -0.815 -0.480 -0.032 0.00
H 1.950116 1.368334 3.577163 -0.042 0.149 -0.223 0.00
F -0.027562 0.784792 -2.374864 -0.363 0.047 -1.050 0.04
C 1.384026 2.278733 3.774182 -0.699 0.511 0.452 0.00
O -1.496427 -1.042961 1.620300 -0.604 0.146 0.206 0.00
O 4.102368 1.401769 -0.418917 0.055 -0.025 0.070 0.00
C -4.810479 -0.899655 -2.742317 0.140 -0.656 0.075 0.01
C 2.188918 -3.609757 0.409937 -0.097 1.919 -0.081 0.00
H 1.899959 4.855594 -1.382884 -0.165 -0.006 -0.648 0.00
H 4.374844 0.779756 -1.097489 0.187 -0.027 -0.013 0.00
H 1.882323 -2.877312 -0.336813 -0.142 0.238 -0.015 0.00
Ti -2.368976 2.560025 0.018573 0.103 -1.249 0.359 2.70
C 1.777273 3.774212 -1.443389 1.368 -0.236 -0.019 0.00
C 3.521236 -0.139573 1.435360 -0.021 0.456 -1.246 0.00
H 2.043548 3.131990 3.932583 0.237 -0.052 -0.471 0.00
H -1.816350 -1.916553 -3.689012 -0.368 -0.056 0.007 0.00
O -3.519063 0.716069 1.419185 -0.376 2.736 -1.267 0.04
H -2.946144 -0.053926 1.397242 0.655 -0.631 0.856 0.00
H 2.747012 3.302706 -1.602669 0.331 0.376 0.244 0.00
H 2.540257 1.652904 0.797228 -0.393 -0.038 -0.243 0.00
H -3.014007 1.266598 3.395740 0.183 0.297 -0.157 0.00
H 2.369208 0.331437 -0.420580 -0.288 -0.179 0.355 0.00
H -0.147925 -1.922917 -5.518694 -0.165 0.167 -0.064 0.00
H -5.664825 -1.024246 -2.076998 -0.043 0.106 -0.108 0.00
C 0.305653 2.605183 2.739960 0.388 -0.358 0.062 0.01
H -1.420457 -2.018420 3.464723 -0.429 0.064 -0.356 0.00
O -1.653694 -1.168792 -4.268648 -0.432 0.553 -0.021 0.05
H 1.046755 2.416944 -2.639773 0.105 0.103 0.111 0.00
F -0.281180 1.548765 -0.243937 -0.894 1.329 0.322 0.05
B -0.538488 0.490276 -1.126877 2.213 -0.324 0.712 0.05
H -5.526914 0.738882 -3.598386 -0.067 -0.036 -0.094 0.00
H -3.907870 -1.102674 -2.165965 -0.028 0.075 0.087 0.01
H 1.273044 -3.923958 0.910496 0.163 -0.207 0.227 0.00
H -4.844150 -1.619573 -3.560051 -0.201 -0.071 0.006 0.00
C 3.026266 0.810258 0.305447 0.658 0.072 0.796 0.00
C -3.875570 1.209669 2.730488 0.262 -1.606 0.116 0.01
H 4.032268 0.433104 2.209305 -0.150 -0.014 0.025 0.00
H 3.244803 -5.390023 0.486824 0.406 -0.219 0.086 0.00
H 2.690756 -0.717071 1.841446 0.049 0.011 0.120 0.00
H -1.166899 3.782299 2.512567 -0.236 0.372 0.144 0.03
O -0.578164 3.596031 3.247617 0.169 0.204 0.083 0.02
H -4.385503 2.170763 2.664400 0.062 -0.199 -0.209 0.01
H -0.105204 -0.941754 3.203858 0.103 0.372 -0.273 0.00
H 1.347444 -5.902895 -0.466276 -0.008 -0.036 -0.001 0.00
H -4.519996 0.436404 3.148680 -0.356 0.397 0.262 0.00
```
Positions in Å, forces in eV/Å.

**F_max**: 3.04 eV Å⁻¹
**Net charge**: +1
**2S+1**: 7
**HOMO level (spin up / spin down)**: -0.331 / -0.448 Eh
**Orbital gap (spin up / spin down)**: 0.2120 / 0.3035 hartree